No. 1
Computed, not measured: C39H49As3N5O4ReS2Se as an isolated structure, with the ωB97M-V functional and the def2-TZVPD basis.

Its energy relative to the best compared isomer or geometry (same formula, charge and spin) is 0.813 eV. Its HOMO energy (alpha / beta) is -9.77 / -9.77 eV. The spin multiplicity is 2. Its net charge is +1.

Atoms and positions in Å:
Re: 0.2752 -0.5241 -1.6047
C: -0.3194 0.4255 4.6067
As: 0.9966 -0.3946 3.4132
C: 1.9326 -1.3744 4.8389
C: 2.1409 1.2003 3.3823
C: 3.3294 1.1706 2.4188
C: 4.1830 -0.0847 2.6377
C: 2.9263 1.3413 0.9578
As: 2.5461 0.0184 -0.4468
C: 3.8872 -1.3714 -0.4409
C: 3.4373 1.1145 -1.7964
C: 4.2536 2.3801 2.7188
As: 3.8403 4.3097 2.5137
C: 1.9178 4.4854 2.8367
C: 3.7476 4.5037 0.5560
H: 0.1407 0.8074 5.5195
H: -1.0504 -0.3380 4.8689
H: -0.8305 1.2397 4.0919
H: 2.4474 -0.7063 5.5314
H: 2.6500 -2.0762 4.4144
H: 1.1822 -1.9405 5.3922
H: 2.5154 1.3728 4.3957
H: 1.4758 2.0285 3.1376
H: 3.6027 -0.9924 2.4566
H: 4.5510 -0.1171 3.6650
H: 5.0511 -0.0965 1.9737
H: 3.7801 1.7931 0.4623
H: 2.1043 2.0567 0.8754
H: 4.8571 -0.9037 -0.2988
H: 3.8548 -1.8524 -1.4195
H: 3.6901 -2.1066 0.3271
H: 4.4752 1.2532 -1.4988
H: 2.9631 2.0914 -1.8937
H: 3.4123 0.6026 -2.7589
H: 5.1728 2.2876 2.1273
H: 4.5704 2.2950 3.7612
H: 1.6779 4.2060 3.8614
H: 1.3059 3.9110 2.1366
H: 1.6886 5.5443 2.7096
H: 4.6333 4.0632 0.0966
H: 3.7479 5.5701 0.3318
H: 2.8481 4.0593 0.1311
O: 1.5231 -2.5579 0.6640
S: 0.1397 -2.9086 0.6995
O: -0.6371 -2.8891 1.8950
N: -0.5994 -1.9319 -0.4531
C: -1.9876 -2.1808 -0.7167
C: -2.8340 -3.0140 -0.0304
C: -4.1931 -3.1429 -0.4030
C: -4.7192 -2.4361 -1.4410
C: -3.8755 -1.5657 -2.1701
C: -4.3238 -0.7721 -3.2416
C: -3.4500 0.0489 -3.9034
C: -2.1166 0.0785 -3.4945
N: -1.6642 -0.6544 -2.4881
C: -2.5239 -1.4702 -1.8098
C: -0.0422 -4.5145 -0.0122
C: -0.5044 -5.5405 0.8016
C: -0.6120 -6.8175 0.2678
C: -0.2719 -7.0516 -1.0570
C: 0.1872 -6.0155 -1.8610
C: 0.3079 -4.7398 -1.3383
H: -2.4830 -3.5613 0.8322
H: -4.8211 -3.8148 0.1666
H: -5.7643 -2.5209 -1.7125
H: -5.3680 -0.8169 -3.5298
H: -3.7667 0.6719 -4.7274
H: -1.3980 0.7065 -4.0033
H: -0.7663 -5.3345 1.8311
H: -0.9649 -7.6304 0.8899
H: -0.3617 -8.0494 -1.4668
H: 0.4584 -6.2034 -2.8924
H: 0.6687 -3.9264 -1.9477
C: -6.8676 1.2251 -0.4585
C: -5.3929 1.3996 -0.2034
C: -4.7160 2.5164 -0.6988
C: -3.3682 2.7058 -0.4479
C: -2.6837 1.7590 0.3093
C: -3.3338 0.6414 0.8191
C: -4.6857 0.4729 0.5556
S: -0.9524 1.8954 0.5695
O: -0.5719 0.9236 1.5452
O: -0.5769 3.2743 0.6812
N: -0.3925 1.3318 -0.8733
C: 0.0592 2.1018 -1.9404
C: -0.0167 3.4609 -2.2450
C: 0.5037 3.8623 -3.4596
C: 1.0759 2.9399 -4.3429
C: 1.1371 1.6224 -3.9634
N: 0.6557 1.2316 -2.7776
H: -7.1297 1.5119 -1.4776
H: -7.4489 1.8573 0.2158
H: -7.1810 0.1943 -0.2959
H: -5.2599 3.2524 -1.2808
H: -2.8582 3.5870 -0.8197
H: -2.7802 -0.0781 1.4098
H: -5.2018 -0.3927 0.9570
H: -0.4396 4.1584 -1.5392
H: 0.4659 4.9100 -3.7298
H: 1.4796 3.2462 -5.2967
H: 1.5863 0.8571 -4.5836
Se: 2.9326 -3.1617 -4.6192
C: 1.9134 -2.2930 -3.5564
N: 1.2004 -1.7102 -2.7889


No. 2
Computed, not measured: an isolated ion of composition Cl2FH2P2 and charge +1, with the ωB97M-V functional and the def2-TZVPD basis.

Its energy relative to the best compared isomer or geometry (same formula, charge and spin) is 3.813 eV. Its HOMO energy (alpha / beta) is -15.02 / -15.02 eV. Its net charge is +1.

Atoms and positions in Å:
F: -1.8893 -1.5369 -1.2171
P: -1.1206 -0.7955 1.3624
P: -1.6369 -0.1017 -0.6243
Cl: -3.9460 0.2761 -0.6971
Cl: -5.2133 0.3986 1.1508
H: -0.6357 0.3714 1.8148
H: 0.1842 -0.8437 0.7966


No. 3
Computed, not measured: C29H49BiF2N2O4Si4Te as an isolated structure, with the ωB97M-V functional and the def2-TZVPD basis.

Its HOMO energy is -7.81 eV. Its net charge is 0.

Atoms and positions in Å:
Bi: 1.5524 -0.7102 1.7254
C: 2.3781 -2.8088 5.5002
O: 1.3953 -1.9876 4.8983
C: 0.1037 -2.5776 4.8866
C: -0.0708 -3.5953 3.7767
O: -0.4024 -3.0457 2.5077
C: -1.7449 -2.5721 2.4333
H: 2.0656 -3.1235 6.5033
H: 3.2877 -2.2186 5.5829
H: 2.5938 -3.7040 4.9072
H: -0.6007 -1.7573 4.7591
H: -0.0945 -3.0606 5.8517
H: -0.8408 -4.3197 4.0685
H: 0.8617 -4.1402 3.6300
H: -2.4409 -3.3414 2.7835
H: -1.9460 -2.3599 1.3851
H: -1.8912 -1.6609 3.0152
C: -1.5381 1.1801 -2.9820
Si: -1.0454 -0.5073 -3.6038
C: -1.1490 -0.4710 -5.4739
C: -2.2911 -1.7597 -2.9872
Si: 1.1082 -1.1543 -2.9189
Te: 0.8378 -2.0716 -0.5428
Si: 2.7156 0.4375 -3.5435
C: 4.4401 0.0418 -2.9585
C: 2.7421 0.3557 -5.4175
C: 2.2607 2.1870 -3.0805
Si: 1.6379 -3.2405 -3.8618
C: 0.4492 -4.5527 -3.2517
C: 3.3718 -3.7095 -3.3453
C: 1.5515 -3.2500 -5.7313
H: -2.6306 1.2796 -2.9885
H: -1.1152 1.9701 -3.6157
H: -1.1736 1.3528 -1.9674
H: -2.1744 -0.2404 -5.7857
H: -0.8682 -1.4346 -5.9154
H: -0.4879 0.2939 -5.8983
H: -3.3117 -1.4118 -3.1847
H: -2.1822 -1.9229 -1.9074
H: -2.1560 -2.7301 -3.4835
H: 4.7954 -0.8998 -3.3954
H: 4.4977 -0.0584 -1.8688
H: 5.1222 0.8430 -3.2665
H: 3.0737 -0.6252 -5.7761
H: 3.4352 1.1104 -5.8098
H: 1.7513 0.5499 -5.8474
H: 1.8473 2.2628 -2.0687
H: 1.5029 2.5777 -3.7709
H: 3.1471 2.8276 -3.1460
H: 0.3679 -4.5396 -2.1579
H: 0.7921 -5.5487 -3.5570
H: -0.5575 -4.3949 -3.6611
H: 3.5139 -3.5515 -2.2680
H: 4.1192 -3.1054 -3.8749
H: 3.5674 -4.7660 -3.5659
H: 0.5395 -3.0248 -6.0875
H: 1.8284 -4.2434 -6.1047
H: 2.2315 -2.5190 -6.1801
F: 4.1626 -0.4722 0.3091
C: 3.2801 0.4721 0.7665
F: 3.9371 1.1953 1.7258
H: 3.0047 1.1367 -0.0476
O: 0.8730 2.1771 -0.2665
C: 0.1508 2.0778 0.7069
N: -0.8212 2.9568 1.1031
C: -1.4301 2.6035 2.3777
C: -0.6992 1.2604 2.6569
O: -0.9105 0.5180 3.5963
N: 0.1804 1.0298 1.6323
C: -1.1475 3.6652 3.4425
C: -1.7372 4.9189 3.2851
C: -1.5323 5.9170 4.2239
C: -0.7413 5.6691 5.3410
C: -0.1488 4.4260 5.5009
C: -0.3485 3.4252 4.5543
C: -2.9328 2.3135 2.2492
C: -3.6846 2.0346 3.3913
C: -5.0312 1.7244 3.2798
C: -5.6438 1.6963 2.0284
C: -4.8988 1.9754 0.8943
C: -3.5445 2.2780 1.0039
H: -0.8732 3.8751 0.7007
H: -2.3792 5.1096 2.4280
H: -1.9982 6.8879 4.0907
H: -0.5942 6.4424 6.0852
H: 0.4699 4.2280 6.3678
H: 0.1077 2.4527 4.6973
H: -3.2079 2.0547 4.3665
H: -5.6084 1.5064 4.1736
H: -6.6956 1.4538 1.9420
H: -5.3674 1.9583 -0.0823
H: -2.9626 2.4791 0.1126


No. 4
Computed, not measured: an isolated ion of composition C3H9NO and charge +1, with the ωB97M-V functional and the def2-TZVPD basis.

Its energy relative to the best compared isomer or geometry (same formula, charge and spin) is 1.418 eV. Its HOMO energy (alpha / beta) is -16.12 / -16.11 eV. The spin multiplicity is 2. Its net charge is +1.

Atoms and positions in Å:
C: 0.9534 0.1865 0.1366
N: -0.2612 -0.3281 0.6533
C: -1.4849 0.3739 0.9375
O: -1.9802 1.2009 -0.1076
C: 1.3375 -0.6565 -1.1891
H: 1.8444 -0.0039 0.7327
H: 0.8469 1.2108 -0.2173
H: 0.0114 -0.8978 1.4679
H: -1.3639 1.1744 1.6855
H: -2.2728 -0.3502 1.1455
H: -2.0258 0.7002 -0.9435
H: 2.4044 -0.5085 -1.3427
H: 0.7016 -0.3822 -2.0155
H: 1.2893 -1.7194 -0.9432


No. 5
Computed, not measured: a 3-piece molecular cluster, C4H5NO2 overall, with the ωB97M-V functional and the def2-TZVPD basis.

Its energy relative to the best compared isomer or geometry (same formula, charge and spin) is 3.762 eV. Its HOMO energy is -9.91 eV. Its net charge is 0.

Atoms and positions in Å:
O: 3.1773 -0.3926 -1.3670
C: 2.0699 -0.3013 -1.1343
C: 0.4639 1.0250 1.2295
C: -0.5381 1.4982 0.2997
N: -0.6230 0.4154 1.3650
C: -1.1287 -1.7042 -0.4149
O: -1.6159 -1.0982 -1.3350
H: -0.0324 -1.7897 -0.2894
H: 1.4619 1.0174 1.6523
H: -0.5397 1.1479 -0.7323
H: -1.0920 2.4155 0.4951
H: -1.7390 -2.2144 0.3539


No. 6
Computed, not measured: one molecule with the formula C4H7ClO, with the ωB97M-V functional and the def2-TZVPD basis.

Its energy relative to the best compared isomer or geometry (same formula, charge and spin) is 1.327 eV. As for the SMILES: C=COCCCl. Its HOMO energy is -9.23 eV. Its net charge is 0.

Atoms and positions in Å:
C: -0.3737 -2.3315 -1.8020
C: -1.0780 -1.6357 -0.8864
O: -0.6874 -0.7283 0.0061
C: 0.6767 -0.4507 -0.1141
C: 0.9128 0.5262 1.0409
Cl: 0.1374 2.1610 0.7907
H: -0.8214 -3.1025 -2.3827
H: 0.6687 -2.0482 -1.9234
H: -2.1549 -1.8460 -0.7849
H: 1.2563 -1.3449 0.0551
H: 0.9570 0.0182 -1.0677
H: 1.9884 0.7439 1.2532
H: 0.4419 0.0200 1.9295


Respective total energy values: -328536.2310; -46362.1529; -92120.5607; -6784.8909; -9810.5524; -18830.2015 eV.
Respective molecular weight values: 1205.919; 153.868; 976.641; 75.111; 99.089; 106.552 g mol⁻¹.
Respective max |F| values: 2.02; 2.80; 0.64; 3.33; 1.43; 2.96 eV Å⁻¹.